Record 1
Entry from the OMol25 dataset: a structure of composition C18H54InO9 in a non-equilibrium geometry (ωB97M-V/def2-TZVPD).

Values from the calculation:
Max |F|, eV Å⁻¹: 1.9
Kohn-Sham gap, eV: 6.242
HOMO, hartree: -0.16355
LUMO energy, eV: 1.79

```
! RIJCOSX wB97M-V def2-TZVPD def2/J DEFGRID3
* xyz -1 1
O -0.821 -5.227 3.173
C -1.812 -5.007 2.511
C -1.825 -5.239 1.072
In -0.898 -3.347 0.159
H -2.742 -4.586 2.949
H -1.248 -6.120 0.799
H -2.870 -5.323 0.760
H -0.847 -3.449 -1.575
H -1.933 -1.994 0.768
H 0.723 -3.197 0.937
C 1.715 -0.711 -3.989
C 1.629 -1.839 -2.976
O 0.440 -2.599 -3.136
H 0.856 -0.047 -3.896
H 2.624 -0.129 -3.845
H 1.706 -1.106 -5.010
H 1.617 -1.440 -1.962
H 2.492 -2.509 -3.074
H 0.440 -2.973 -4.025
C -4.902 -1.297 -3.706
C -4.513 -1.846 -2.341
O -3.426 -2.753 -2.450
H -5.178 -2.111 -4.378
H -5.744 -0.604 -3.626
H -4.060 -0.771 -4.165
H -5.345 -2.383 -1.898
H -4.228 -1.032 -1.663
H -2.675 -2.280 -2.828
C -7.460 -0.135 1.584
C -7.306 -0.359 0.091
O -6.901 -1.693 -0.187
H -6.521 -0.343 2.097
H -7.760 0.893 1.799
H -8.212 -0.811 2.000
H -6.541 0.301 -0.317
H -8.250 -0.156 -0.429
H -7.576 -2.285 0.160
C -1.477 -8.856 5.041
C -2.359 -8.332 3.922
O -3.249 -7.329 4.398
H -2.088 -9.270 5.846
H -0.801 -9.633 4.676
H -0.881 -8.047 5.468
H -2.969 -9.135 3.508
H -1.748 -7.911 3.118
H -2.707 -6.612 4.749
C 1.830 1.437 0.102
C 2.779 1.530 -1.076
O 2.066 1.789 -2.285
H 1.096 0.646 -0.057
H 2.373 1.230 1.026
H 1.276 2.372 0.222
H 3.315 0.591 -1.209
H 3.512 2.330 -0.919
H 1.598 2.624 -2.174
C 5.990 0.959 -4.608
C 5.277 2.255 -4.950
O 3.907 2.022 -5.243
H 5.913 0.253 -5.436
H 7.046 1.135 -4.393
H 5.531 0.485 -3.737
H 5.724 2.715 -5.831
H 5.348 2.963 -4.116
H 3.507 1.624 -4.458
C 1.878 4.964 2.711
C 2.818 5.044 1.525
O 2.092 5.295 0.321
H 1.143 4.171 2.559
H 2.427 4.764 3.632
H 1.327 5.898 2.831
H 3.353 4.104 1.395
H 3.555 5.843 1.669
H 1.626 6.130 0.431
C 5.050 8.623 3.568
C 3.598 8.521 3.139
O 2.854 7.700 4.036
H 5.504 7.632 3.610
H 5.621 9.243 2.875
H 5.127 9.056 4.568
H 3.524 8.071 2.151
H 3.137 9.514 3.101
H 2.907 8.100 4.910
*
```

Record 2
Entry from the OMol25 dataset: a structure of composition C18H54InO9S9 in a non-equilibrium geometry (ωB97M-V/def2-TZVPD).

Values from the calculation:
Max |F|, eV Å⁻¹: 3.3
Kohn-Sham gap, eV: 1.659
HOMO, hartree: -0.52490
LUMO energy, eV: -12.62

```
! RIJCOSX wB97M-V def2-TZVPD def2/J DEFGRID3
* xyz 3 1
In 0.229 -0.498 0.123
C -6.270 -1.596 -0.957
S -5.036 -1.638 -2.303
O -3.696 -1.855 -1.585
C -5.470 -3.303 -2.897
H -6.167 -0.785 -0.235
H -6.176 -2.528 -0.401
H -7.263 -1.503 -1.397
H -5.080 -3.952 -2.112
H -4.940 -3.610 -3.799
H -6.541 -3.502 -2.925
C -1.312 -7.445 -1.176
S 0.140 -6.321 -1.284
O -0.224 -5.029 -0.523
C 1.108 -7.250 -0.025
H -0.934 -8.437 -1.424
H -2.029 -7.199 -1.960
H -1.756 -7.462 -0.181
H 0.734 -7.296 0.998
H 2.090 -6.779 0.002
H 1.401 -8.248 -0.350
C -4.757 -3.787 4.188
S -3.381 -4.277 3.049
O -2.702 -2.959 2.781
C -2.274 -5.047 4.308
H -4.436 -3.060 4.935
H -5.145 -4.699 4.641
H -5.589 -3.325 3.657
H -1.869 -4.320 5.012
H -1.413 -5.452 3.777
H -2.783 -5.851 4.840
C -1.471 4.584 -4.553
S -2.420 3.095 -3.928
O -1.475 2.448 -2.954
C -3.709 3.857 -2.785
H -1.295 5.312 -3.762
H -2.029 5.021 -5.381
H -0.504 4.194 -4.872
H -3.105 4.524 -2.169
H -4.220 3.112 -2.176
H -4.422 4.381 -3.421
C -4.597 1.289 3.833
S -3.772 2.500 2.686
O -3.528 1.674 1.426
C -5.280 3.594 2.478
H -4.977 1.849 4.687
H -3.784 0.683 4.233
H -5.379 0.655 3.414
H -6.035 2.926 2.062
H -5.168 4.304 1.659
H -5.759 3.954 3.388
C 6.978 0.812 2.228
S 5.407 1.751 2.066
O 4.323 0.733 1.621
C 5.278 2.057 3.853
H 7.497 1.138 3.129
H 7.665 1.146 1.451
H 6.866 -0.261 2.071
H 5.327 1.145 4.447
H 4.320 2.500 4.126
H 6.058 2.696 4.265
C 0.318 5.286 3.185
S 1.054 5.261 1.500
O 0.505 4.058 0.724
C 0.062 6.740 0.955
H 0.530 4.290 3.573
H -0.748 5.480 3.309
H 0.784 6.035 3.825
H 0.156 7.554 1.673
H -0.955 6.406 0.750
H 0.579 7.051 0.047
C 6.789 -2.876 -1.934
S 5.135 -3.595 -1.984
O 4.075 -2.600 -1.474
C 5.013 -3.590 -3.884
H 7.471 -3.513 -2.498
H 7.078 -2.891 -0.883
H 6.890 -1.838 -2.251
H 5.781 -4.281 -4.230
H 5.214 -2.597 -4.284
H 4.078 -4.094 -4.130
C 5.546 2.634 -3.535
S 3.715 2.969 -3.631
O 3.062 2.129 -2.543
C 3.776 4.685 -2.981
H 5.892 2.833 -2.521
H 5.966 3.247 -4.332
H 5.645 1.604 -3.881
H 4.022 4.664 -1.919
H 2.777 5.120 -2.956
H 4.541 5.166 -3.591
*
```

Record 3
Entry from the OMol25 dataset: a cluster of 9 separate species, C18H54N19O9P in total in a non-equilibrium geometry (ωB97M-V/def2-TZVPD).

Values from the calculation:
Max |F|, eV Å⁻¹: 8.3
SMILES: CCCCC[C@@H]1[C@@H](N)NC(=O)[C@]1(C)[PH2]=N.NC(N)=O.NC(N)=O.NC(N)=O.NC(N)=O.NC(N)=O.NC(N)=O.NC(N)=O.NC(N)=O
Kohn-Sham gap, eV: 8.512
HOMO, hartree: -0.29640
LUMO energy, eV: 0.45

```
! RIJCOSX wB97M-V def2-TZVPD def2/J DEFGRID3
* xyz 0 1
C -0.433 1.402 4.206
C 1.068 1.132 3.524
C 1.674 -0.180 4.293
C 2.961 -0.890 3.571
C 3.108 -0.610 1.963
C 3.935 0.760 1.607
C 4.469 1.741 2.808
N 5.853 1.272 3.264
N 4.333 3.145 2.258
C 3.038 3.097 1.429
O 1.993 3.929 1.482
C 3.342 1.791 0.478
C 4.482 2.390 -0.565
P 1.992 1.191 -0.750
N 2.509 -0.276 -1.299
H -0.377 1.669 5.344
H -0.976 0.340 4.147
H -1.052 2.159 3.560
H 1.689 2.116 3.769
H 0.864 0.994 2.379
H 2.056 0.200 5.358
H 0.777 -0.904 4.521
H 2.800 -2.067 3.689
H 4.002 -0.680 4.116
H 3.687 -1.524 1.473
H 2.016 -0.653 1.484
H 4.911 0.326 1.094
H 3.886 1.728 3.847
H 5.905 1.517 4.298
H 6.564 1.904 2.815
H 4.120 3.794 3.073
H 4.267 2.102 -1.679
H 4.417 3.559 -0.479
H 5.524 1.961 -0.229
H 1.849 2.070 -1.919
H 0.723 0.933 -0.089
H 3.430 -0.481 -0.833
N 8.139 -2.798 5.389
C 7.408 -1.995 4.595
N 7.868 -0.735 4.498
O 6.408 -2.379 4.010
H 8.965 -2.500 5.880
H 7.827 -3.755 5.490
H 7.347 -0.098 3.910
H 8.690 -0.400 4.973
N -0.253 -0.163 -2.576
C -0.798 -0.592 -3.729
N -2.120 -0.370 -3.839
O -0.145 -1.140 -4.603
H -0.774 0.289 -1.844
H 0.740 -0.312 -2.452
H -2.569 -0.678 -4.692
H -2.674 0.079 -3.130
N -2.102 3.809 0.098
C -2.338 3.151 -1.051
N -2.565 3.945 -2.113
O -2.346 1.932 -1.124
H -2.092 4.812 0.178
H -1.927 3.249 0.922
H -2.746 3.489 -2.998
H -2.562 4.950 -2.073
N -3.234 -3.084 -3.373
C -4.461 -3.207 -3.912
N -4.929 -4.468 -3.954
O -5.097 -2.252 -4.328
H -2.694 -3.859 -3.025
H -2.845 -2.152 -3.322
H -5.849 -4.604 -4.352
H -4.419 -5.267 -3.616
N -2.408 -1.640 5.948
C -1.856 -2.541 5.115
N -2.739 -3.359 4.514
O -0.653 -2.611 4.921
H -3.396 -1.567 6.121
H -1.778 -1.005 6.421
H -2.365 -4.052 3.879
H -3.733 -3.317 4.661
N -5.638 5.045 0.806
C -5.073 5.007 2.026
N -5.893 5.356 3.033
O -3.909 4.683 2.204
H -6.594 5.310 0.639
H -5.055 4.790 0.020
H -5.507 5.340 3.968
H -6.854 5.625 2.906
N -3.680 -6.998 -6.997
C -4.211 -7.659 -5.953
N -4.654 -8.896 -6.242
O -4.285 -7.176 -4.834
H -3.610 -7.378 -7.926
H -3.334 -6.063 -6.822
H -5.061 -9.428 -5.484
H -4.602 -9.310 -7.157
N -0.842 1.775 -8.147
C -1.343 2.740 -7.355
N -1.712 2.323 -6.131
O -1.454 3.901 -7.718
H -0.743 0.815 -7.866
H -0.552 2.047 -9.077
H -2.095 3.018 -5.503
H -1.629 1.372 -5.814
*
```

Record 4
Entry from the OMol25 dataset: a cluster of 7 separate species, C18H54N4O7 in total in a non-equilibrium geometry (ωB97M-V/def2-TZVPD).

Values from the calculation:
Energy relative to the best compared isomer or geometry (same formula, charge and spin), kcal/mol: 71.7
Max |F|, eV Å⁻¹: 2.2
SMILES: COC[C@H](C)N.COC[C@H](C)N.COC[C@H](C)N.COC[C@H](C)N.CCO.O.O
Kohn-Sham gap, eV: 9.203
HOMO, hartree: -0.32518
LUMO energy, eV: 0.35

```
! RIJCOSX wB97M-V def2-TZVPD def2/J DEFGRID3
* xyz 0 1
C -3.230 10.067 22.358
O -4.197 11.166 22.329
C -4.409 11.914 21.112
C -5.773 12.556 21.052
C -6.315 12.909 19.698
N -5.862 13.811 21.819
H -3.269 9.478 23.275
H -2.244 10.527 22.303
H -3.350 9.257 21.638
H -3.581 12.614 21.003
H -4.376 11.183 20.304
H -6.458 11.899 21.588
H -7.264 13.410 19.889
H -6.477 12.079 19.010
H -5.864 13.629 19.014
H -6.810 14.123 21.978
H -5.558 14.559 21.212
C 4.063 13.185 19.588
O 4.549 14.487 19.226
C 5.408 14.593 18.064
C 6.133 15.973 17.933
C 6.982 16.180 16.619
N 7.121 16.099 19.001
H 3.182 13.087 18.954
H 3.806 13.218 20.647
H 4.824 12.410 19.491
H 6.126 13.774 18.028
H 4.777 14.578 17.175
H 5.364 16.722 18.122
H 7.164 17.239 16.440
H 6.539 15.745 15.723
H 7.996 15.815 16.783
H 7.912 15.474 18.948
H 6.634 15.743 19.810
C -1.807 7.319 19.268
O -2.332 7.266 17.948
C -2.575 5.895 17.487
C -3.331 6.124 16.136
C -4.755 6.553 16.420
N -3.462 5.016 15.172
H -2.633 7.153 19.960
H -1.503 8.305 19.618
H -1.006 6.621 19.511
H -1.578 5.480 17.342
H -3.129 5.300 18.214
H -2.826 6.943 15.625
H -5.278 6.115 17.270
H -5.419 6.287 15.597
H -4.789 7.641 16.470
H -3.925 5.298 14.320
H -2.511 4.808 14.905
C 5.002 13.514 14.540
O 3.718 13.032 14.927
C 3.694 11.879 15.812
C 2.311 11.091 15.641
C 1.150 11.969 16.164
N 2.230 9.826 16.340
H 5.435 12.884 13.762
H 5.699 13.393 15.370
H 4.957 14.498 14.074
H 4.424 11.159 15.443
H 3.963 12.145 16.834
H 2.197 10.891 14.576
H 1.172 12.905 15.605
H 1.213 12.091 17.245
H 0.128 11.602 16.072
H 2.525 10.002 17.290
H 1.266 9.662 16.594
C 0.896 10.656 20.431
C 1.481 9.514 19.727
O 2.775 9.765 19.324
H -0.167 10.730 20.204
H 1.385 11.537 20.014
H 1.200 10.838 21.462
H 0.924 9.299 18.814
H 1.438 8.559 20.250
H 3.206 8.916 19.202
O 3.586 7.414 18.306
H 3.935 6.531 18.180
H 3.398 7.726 17.421
O -0.398 8.895 16.505
H -0.642 8.833 15.581
H -0.924 8.222 16.937
*
```

Record 5
Entry from the OMol25 dataset: a cluster of 7 separate species, C18H54N6O9 in total in a non-equilibrium geometry (ωB97M-V/def2-TZVPD).

Values from the calculation:
Energy relative to the best compared isomer or geometry (same formula, charge and spin), kcal/mol: 272.2
Max |F|, eV Å⁻¹: 4.4
Kohn-Sham gap, eV: 8.369
HOMO, hartree: -0.29393
LUMO energy, eV: 0.37

```
! RIJCOSX wB97M-V def2-TZVPD def2/J DEFGRID3
* xyz 0 1
N -0.371 5.794 19.579
H -1.373 5.839 19.697
H -0.154 6.234 18.696
H -0.020 4.847 19.566
H 0.142 6.368 20.233
N -3.670 4.685 18.750
O -3.390 5.687 19.386
O -4.013 3.610 19.242
O -3.373 4.703 17.581
C 1.128 2.673 20.080
C -0.135 2.622 19.131
O 0.069 3.557 18.061
O 1.194 3.888 20.768
H 2.074 2.515 19.563
H 0.870 2.010 20.906
H -0.966 2.895 19.780
H -0.293 1.590 18.818
H -0.547 3.247 17.393
H 2.100 3.951 21.078
C -0.651 8.644 17.530
C -0.828 7.774 16.316
C 0.239 7.995 15.113
O 0.358 9.394 14.759
C 1.434 9.663 13.812
N -0.685 6.388 16.771
H -1.397 8.518 18.314
H -0.634 9.687 17.210
H 0.312 8.357 17.951
H -1.842 7.849 15.922
H -0.028 7.382 14.251
H 1.255 7.671 15.340
H 1.672 8.829 13.152
H 2.295 10.041 14.363
H 1.307 10.601 13.272
H -1.625 6.032 16.871
H -0.506 5.858 15.930
C 2.426 6.566 22.228
C 2.127 8.022 21.801
C 3.323 8.923 21.389
O 2.833 10.180 20.930
C 3.917 11.006 20.569
N 1.129 8.017 20.737
H 1.488 6.323 22.728
H 3.165 6.583 23.029
H 2.547 5.818 21.445
H 1.697 8.526 22.666
H 3.773 8.279 20.634
H 4.012 9.000 22.230
H 4.481 10.703 19.687
H 4.560 11.112 21.442
H 3.534 12.014 20.404
H 1.413 8.930 20.413
H 0.272 8.241 21.221
C -1.328 9.005 23.457
C -2.092 7.741 22.973
C -3.413 7.560 23.811
O -3.017 7.115 25.021
C -3.939 7.114 26.023
N -2.281 7.754 21.579
H -1.078 8.896 24.512
H -1.915 9.923 23.406
H -0.354 9.234 23.026
H -1.522 6.824 23.120
H -4.101 6.866 23.330
H -3.990 8.463 24.012
H -3.773 6.900 27.079
H -4.579 6.292 25.703
H -4.589 7.989 26.018
H -2.453 8.701 21.273
H -2.871 7.105 21.079
C -2.110 3.947 22.273
C -2.186 3.223 23.619
C -3.672 3.188 24.083
O -3.954 2.658 25.394
C -3.143 3.121 26.484
N -1.828 1.815 23.270
H -2.398 4.985 22.441
H -2.795 3.686 21.466
H -1.067 3.914 21.958
H -1.588 3.766 24.351
H -4.460 2.774 23.453
H -4.067 4.174 24.328
H -2.065 3.184 26.330
H -3.159 2.533 27.401
H -3.371 4.167 26.687
H -1.730 1.233 24.090
H -2.647 1.406 22.843
*
```

Q: What is the Kohn-Sham gap in the third record?
A: 8.512 eV